[1]
The following is a quantum chemistry calculation of 2 unconnected molecules or ions with the total composition C10H15N3 in a non-equilibrium geometry, from the Open Molecules 2025 dataset.

XYZ file:
```
28
Properties=species:S:1:pos:R:3:forces:R:3
C -1.30039 -1.65684 -3.63076 -0.493 -0.595 -0.600
C -1.65538 -1.73403 -2.33534 1.595 0.640 -1.075
C -2.31425 -2.86522 -1.73945 -2.004 -0.908 1.121
N -2.49916 -2.72039 -0.44818 0.362 -0.582 -1.633
N -2.05873 -1.49356 -0.10979 1.831 1.945 2.247
C -1.35527 -0.83527 -1.18990 -0.846 -0.079 -0.083
C -0.87319 0.40958 -1.17338 -0.415 -0.701 -0.694
N -0.57288 1.58785 -1.36037 0.157 -0.738 0.523
H -1.76495 -2.39234 -4.33766 0.731 0.705 0.712
H -0.58180 -0.94774 -4.04756 -0.487 -0.013 0.241
H -2.79947 -3.71909 -2.29669 0.934 1.038 0.822
H -1.58445 -1.36766 0.82699 -1.152 -0.726 -1.430
H 0.40165 1.80702 -1.11207 -0.263 -0.037 -0.325
C 0.05878 0.80037 3.19301 -0.742 1.109 -2.010
C 0.87724 0.25522 2.01986 -1.183 1.950 1.222
C 1.53953 1.03910 1.18146 -0.155 -0.598 -0.042
C 2.47877 0.27391 0.30480 -0.632 1.021 -1.825
C 1.34501 2.50439 0.97713 0.006 1.336 -1.403
H 0.66156 0.59735 4.01897 0.547 -0.395 1.862
H -0.95321 0.42378 3.30551 0.033 -0.597 0.086
H -0.10639 1.90672 3.16692 0.502 -0.773 -0.275
H 1.05967 -0.79315 1.96995 0.075 -0.719 0.250
H 1.84586 -0.09144 -0.56812 1.287 0.140 0.681
H 2.82757 -0.50082 0.91977 0.558 -1.520 0.178
H 3.36857 0.83374 -0.02656 -0.515 -0.029 -0.132
H 1.84613 3.13254 1.77912 -0.959 -0.564 -0.937
H 0.25754 2.78088 0.72543 1.464 -0.219 1.204
H 1.85164 2.76511 -0.01310 -0.238 -0.090 1.317
```
Forces are in eV/Å.

As for the SMILES: C=c1cn[nH]c1=C=N.CC=C(C)C. The HOMO energy is -7.37 eV.

=====

[2]
The following is a quantum chemistry calculation of a single C15H20O2 molecule in a non-equilibrium geometry, from the Open Molecules 2025 dataset.

XYZ file:
```
37
Properties=species:S:1:pos:R:3:forces:R:3
C -1.18708 2.99421 0.08553 0.276 -0.474 0.637
C -0.54432 1.67879 0.60648 0.508 0.305 0.246
C 0.53107 1.96135 1.65089 1.085 -1.785 1.122
C 1.17553 0.95970 2.38303 -1.927 1.487 -1.717
C 2.06620 1.13344 3.52130 1.050 3.464 -0.712
O 2.63568 2.19486 3.71029 -0.212 -1.488 1.004
O 2.23139 -0.00235 4.20130 0.630 -0.103 0.760
C 1.50746 -1.05061 3.58096 -1.765 -0.335 -0.221
C 1.06326 -0.45872 2.27232 -0.365 -2.285 -2.758
C 0.87520 -1.15278 1.09851 -0.300 2.011 1.612
C 0.89913 -0.38585 -0.23288 0.343 -1.045 -0.054
C 0.70230 -1.36729 -1.41284 -0.349 0.923 -0.356
C -0.71315 -1.13354 -1.99359 -0.584 -0.200 0.061
C -1.59139 -2.41617 -1.88048 0.112 1.389 0.262
C -0.64072 -0.67084 -3.44350 -0.777 0.606 0.053
C -1.28596 0.03473 -1.17603 0.242 -0.196 -0.194
C -0.09569 0.75539 -0.56925 -0.263 0.335 0.872
H -1.48793 3.67413 0.90817 0.074 -0.499 -0.404
H -2.04582 2.77691 -0.54893 -0.037 0.061 0.079
H -0.44637 3.50662 -0.50825 0.216 0.356 -0.302
H -1.31469 1.13373 1.15415 -0.111 -0.267 0.073
H 0.72622 3.00366 1.92387 0.078 -0.370 -0.013
H 0.60028 -1.28622 4.16353 0.410 0.111 0.241
H 2.06967 -1.97374 3.48188 0.452 0.215 0.052
H 0.84007 -2.24661 1.13173 0.156 0.363 -0.278
H 1.92617 0.00696 -0.28717 -0.196 0.101 0.106
H 0.82748 -2.40107 -1.16218 0.293 -0.564 0.353
H 1.42986 -1.11439 -2.17326 0.264 -0.133 -0.281
H -1.17629 -3.17118 -2.50207 0.186 -0.723 -0.852
H -2.63027 -2.19877 -2.16038 0.214 -0.173 -0.013
H -1.57071 -2.83685 -0.88136 -0.105 0.183 0.401
H -1.66795 -0.36888 -3.78937 1.022 0.033 0.238
H 0.10046 0.15266 -3.53513 -0.661 -0.340 -0.156
H -0.35380 -1.47944 -4.07727 0.508 -0.595 -0.609
H -1.88119 0.70111 -1.78705 -0.252 0.097 -0.174
H -1.92522 -0.35671 -0.40509 -0.324 -0.129 0.622
H 0.35114 1.40379 -1.34788 0.108 -0.336 0.302
```
Forces are in eV/Å.

As for the SMILES: C[C@@H]1C=C2C(=O)OCC2=C[C@H]2CC(C)(C)C[C@@H]12. The HOMO energy is -8.56 eV.

=====

[3]
The following is a quantum chemistry calculation of a molecular structure, C10H18Cl2EuN2O2P in a non-equilibrium geometry, from the Open Molecules 2025 dataset.

XYZ file:
```
36
Properties=species:S:1:pos:R:3:forces:R:3
C -0.10664 4.53664 3.56608 0.385 0.181 -0.054
C -0.07195 3.14936 2.98044 0.882 -0.241 -0.638
H 0.82043 5.08984 3.33025 -0.447 -0.407 0.061
H -0.23569 4.48207 4.66533 -0.013 -0.066 -0.597
H -0.97645 5.08475 3.15004 0.388 -0.388 0.237
O 0.79892 2.63732 2.28115 -1.768 0.282 0.739
Cl -1.53416 2.21866 3.37376 0.503 0.005 -0.266
Eu -0.08312 0.04195 0.61504 -0.524 -0.447 -0.225
P -1.03943 0.66216 -2.19980 -1.916 1.149 -0.019
C -0.27572 0.97428 -3.82970 0.553 -0.347 0.455
C -2.70863 -0.01465 -2.66336 0.487 -0.335 0.419
H -2.10855 2.28806 -0.69891 0.258 0.271 -0.622
H -2.14065 2.84521 -2.44364 0.360 -0.107 0.608
H -0.58778 2.95429 -1.48018 -0.694 -0.023 -0.073
C -1.52643 2.38233 -1.64371 0.442 -0.533 0.048
H -3.28994 -0.13812 -1.72608 0.216 -0.002 -0.710
H -3.21897 0.67985 -3.36154 0.359 -0.399 0.395
H -0.94107 1.56579 -4.47304 0.124 -0.185 0.283
H -0.06635 0.00001 -4.29077 0.020 0.332 -0.083
H -2.53770 -0.99870 -3.14463 -0.364 0.512 0.242
H 0.66633 1.51021 -3.65796 -0.151 -0.085 -0.319
C 1.76108 -0.77951 -1.74532 3.127 -0.742 -1.626
O 2.64800 -1.04438 -2.42441 -2.909 0.786 1.978
Cl -2.53805 -0.28160 1.07752 1.205 -0.014 -0.356
C 1.01275 -4.06162 -0.42694 -0.199 0.151 0.004
C 1.39466 -3.33249 0.78072 0.446 0.281 1.010
N 1.16622 -2.05185 1.08639 -0.149 0.749 0.147
C 1.74725 -1.80777 2.35018 0.132 -1.442 -0.158
C 2.28525 -2.99410 2.77397 -0.076 0.627 0.294
N 2.06923 -3.93118 1.78379 -0.174 1.310 0.603
H 1.91179 -4.46573 -0.90498 -0.322 0.097 -0.185
H 0.36513 -4.88263 -0.10877 -0.092 0.018 -0.466
H 0.48431 -3.33839 -1.04725 -0.053 -0.506 -0.403
H 1.75227 -0.84834 2.88363 -0.071 -0.442 -0.350
H 2.76799 -3.22915 3.70904 0.078 -0.064 -0.133
H 2.33566 -4.90256 1.86365 -0.040 0.027 -0.239
```
Forces are in eV/Å.

As for the expectation value of S²: 12.10. The spin multiplicity is 7. The HOMO energy (alpha / beta) is -15.70 / -15.70 eV. Its net charge is +2.

=====

[4]
The following is a quantum chemistry calculation of 2 unconnected molecules or ions with the total composition C17H27BrFN2O4P in a non-equilibrium geometry, from the Open Molecules 2025 dataset.

XYZ file:
```
53
Properties=species:S:1:pos:R:3:forces:R:3
C -2.44432 2.35957 -4.99296 -0.257 -0.613 0.511
C -1.62663 2.35671 -3.61020 -0.981 0.462 -0.739
O -1.57655 1.01768 -3.02677 0.591 1.631 1.039
C -0.98472 1.22209 -1.70366 1.063 -0.432 0.037
C -0.63525 -0.14325 -0.94664 0.572 0.154 -1.898
O -1.70095 -0.67356 -0.12256 2.269 -0.292 0.837
C -1.27394 -0.93889 1.22484 -2.632 -1.364 0.054
Br -1.25961 0.87530 2.04082 0.401 -0.730 0.382
C -2.46403 -1.91812 1.73900 -0.243 -0.994 0.798
P -4.24815 -1.28572 1.63960 -1.974 1.128 -1.471
N -4.51316 -0.48228 3.21891 1.541 -1.377 -1.162
O -5.37564 -2.59711 1.67539 2.713 0.863 1.899
C -2.03083 -3.20270 0.85562 -0.859 0.226 0.423
O -2.66728 -3.85949 0.02566 2.422 1.849 2.800
N -0.60491 -3.34414 1.28510 -1.437 0.772 -2.820
C -0.05216 -1.93993 1.47742 1.997 0.406 -1.452
C 0.91600 -1.71702 2.73586 -0.216 -0.774 0.496
C 0.79960 -2.82941 3.87387 1.230 0.349 1.497
C 1.43678 -2.19959 5.22301 -0.273 0.530 -0.683
F -0.54518 -3.20833 4.20742 1.329 0.708 -0.693
H -3.02929 1.38308 -5.06321 0.751 1.255 0.143
H -1.77077 2.41014 -5.90790 -0.833 0.081 1.265
H -3.21520 3.20235 -5.00112 1.230 -1.061 -0.084
H -2.15185 3.02981 -2.84828 0.660 -0.728 -1.073
H -0.59592 2.79805 -3.80909 -0.981 -0.761 0.491
H -1.61686 1.90254 -1.04650 0.616 -0.869 -0.822
H 0.02609 1.73844 -1.91975 -1.335 -0.637 0.683
H 0.34797 0.01567 -0.38230 -1.548 -0.143 -0.512
H -0.43336 -0.92903 -1.76438 -0.218 1.145 1.127
H -2.36521 -2.23102 2.83236 0.703 0.324 -1.270
H -4.53210 0.52604 3.02297 0.087 -0.596 0.237
H -3.68195 -0.71422 3.78477 -0.654 0.601 0.156
H -5.21057 -3.01307 2.56031 -0.655 -0.004 -0.964
H -0.19561 -3.62106 0.36940 0.027 -0.548 1.114
H 0.70287 -1.90590 0.60616 -1.329 0.685 1.132
H 0.81273 -0.70262 3.23960 -0.222 -1.211 -0.899
H 2.00111 -1.76416 2.35316 -1.652 -0.004 0.620
H 1.37621 -3.79360 3.63976 -1.132 1.373 0.006
H 2.54709 -1.93952 5.06168 -1.623 -0.666 0.257
H 0.91875 -1.19331 5.41051 0.596 -1.487 -0.134
H 1.28521 -2.86761 6.13132 0.309 0.771 -1.328
C 4.90589 3.67303 -2.38517 -0.041 -0.093 0.010
C 3.90839 3.46353 -3.33180 0.006 -0.030 0.057
C 3.13593 2.30776 -3.28471 0.017 0.014 0.039
C 3.36292 1.35888 -2.29349 0.045 0.083 0.017
C 4.36639 1.56412 -1.35198 -0.026 0.043 -0.031
C 5.13702 2.72144 -1.39661 -0.064 -0.001 -0.061
H 5.50385 4.57718 -2.41795 -0.037 -0.071 -0.004
H 3.73240 4.20210 -4.10664 0.009 -0.058 0.066
H 2.35587 2.14570 -4.02112 0.057 0.004 0.044
H 2.75746 0.45942 -2.25670 0.048 0.038 -0.020
H 4.54764 0.82162 -0.58179 -0.008 0.060 -0.058
H 5.91784 2.88239 -0.66121 -0.061 -0.014 -0.054
```
Forces are in eV/Å.

As for the SMILES: CCOCCO[C@@]1(Br)[C@@H](P(N)O)C(=O)N[C@@H]1C[C@@H](C)F.c1ccccc1. The HOMO energy is -8.44 eV.

=====

[5]
The following is a quantum chemistry calculation of 3 unconnected molecules or ions with the total composition C2H9NO4 in a non-equilibrium geometry, from the Open Molecules 2025 dataset.

XYZ file:
```
16
Properties=species:S:1:pos:R:3:forces:R:3
N 2.25695 -1.69943 1.20024 -0.764 0.476 0.373
C 0.80224 -1.28835 1.16422 1.457 -0.368 0.111
C 0.52690 -0.44574 -0.05705 -0.710 -0.147 -0.166
O 0.93498 0.67806 -0.22630 0.265 -0.079 0.072
O -0.29269 -1.07148 -0.90558 0.157 -0.070 -0.179
H 2.77219 -1.07639 0.59286 0.140 0.070 -0.094
H 2.61026 -1.49510 2.13777 -0.080 -0.216 -0.386
H 0.19436 -2.18701 1.14910 -0.154 0.077 0.061
H 0.59771 -0.67861 2.04518 -0.343 0.000 -0.064
H -0.51194 -0.50066 -1.66754 -0.046 0.218 0.320
O -1.42971 1.97561 0.87398 0.095 -0.336 0.321
H -1.75655 1.68006 1.73025 -0.254 0.164 -0.022
H -0.55364 1.56098 0.83715 0.025 0.334 -0.420
O -2.07346 1.12993 -2.00401 -0.342 0.188 -0.005
H -2.68936 1.50037 -2.64400 0.127 -0.163 -0.239
H -2.33931 1.57608 -1.18827 0.428 -0.150 0.317
```
Forces are in eV/Å.

As for the SMILES: NCC(=O)O.O.O. The HOMO energy is -9.98 eV.

=====

[6]
The following is a quantum chemistry calculation of a single C6H7ClN2O molecule in a non-equilibrium geometry, from the Open Molecules 2025 dataset.

XYZ file:
```
17
Properties=species:S:1:pos:R:3:forces:R:3
H 0.03640 -3.01147 0.65480 0.211 1.685 0.152
N 0.01856 -1.95943 0.51785 0.130 -1.169 0.397
C -0.67868 -1.82288 -0.51664 -0.830 -0.844 -1.457
O -1.05532 -0.73326 -1.24321 -0.230 -2.669 0.223
C -0.75044 0.58297 -0.96589 -1.745 1.476 -0.679
C 0.68557 0.83325 -0.98353 1.540 -0.326 -0.474
C 1.29251 0.61926 0.34019 0.604 0.843 0.252
Cl 3.02108 0.42754 0.37754 -0.341 -0.279 0.031
C 0.58444 0.80442 1.43965 -0.308 -0.389 1.093
C -0.86171 1.08600 1.34489 0.756 -1.183 -3.217
N -1.45645 0.99738 0.18600 -0.947 0.654 3.582
H -1.07500 -2.71830 -1.03400 -0.091 0.685 -0.022
H -1.30490 1.09846 -1.78839 0.941 -0.191 0.281
H 1.11439 0.14492 -1.72314 0.236 0.489 -0.014
H 0.85156 1.86539 -1.24605 0.317 0.421 -0.453
H 1.01313 0.55244 2.40025 0.067 0.418 0.105
H -1.43515 1.23330 2.23968 -0.310 0.380 0.199
```
Forces are in eV/Å.

As for the SMILES: [H]/N=C/O[C@@H]1CC(Cl)=CC=N1. The HOMO energy is -9.14 eV.

=====

[7]
The following is a quantum chemistry calculation of 2 unconnected molecules or ions with the total composition C4H6INO in a non-equilibrium geometry, from the Open Molecules 2025 dataset.

XYZ file:
```
13
Properties=species:S:1:pos:R:3:forces:R:3
C 0.21360 -0.48441 -1.49423 0.612 1.056 1.106
C -0.34580 1.62508 -0.36779 -0.866 0.281 -0.130
C -0.76298 -1.47453 1.26823 1.654 0.297 2.436
C 0.57843 0.44681 -0.50734 -0.881 0.377 -0.338
N -0.26649 -1.09270 -2.34142 -0.416 -1.043 -1.062
O 1.70346 0.37645 0.21743 1.592 -2.859 -1.072
I 0.66028 -1.66289 2.75471 -0.667 0.304 -0.396
H 0.10429 2.46669 0.26727 -0.881 -1.436 -0.704
H -1.34980 1.17178 0.01861 1.598 1.392 -0.331
H -0.58762 2.04232 -1.40558 0.370 -0.483 1.398
H -1.37221 -0.67988 1.06109 -1.232 2.064 0.320
H -0.72162 -2.19786 0.57936 0.164 -2.740 -2.317
H 2.14645 -0.53686 -0.05035 -1.047 2.792 1.090
```
Forces are in eV/Å.

The HOMO energy (alpha / beta) is -7.85 / -8.42 eV.

=====

[8]
The following is a quantum chemistry calculation of a single C3H4FNOS molecule in a non-equilibrium geometry, from the Open Molecules 2025 dataset.

XYZ file:
```
11
Properties=species:S:1:pos:R:3:forces:R:3
O -1.20084 1.85029 2.03308 -0.131 0.250 0.242
N 0.11087 2.00615 1.69605 -0.365 -0.599 -0.566
C 0.66896 1.04652 1.06850 -0.018 -0.073 0.661
S -0.00447 -0.59204 0.83458 -0.139 0.155 -0.183
C -0.02766 -0.64986 -0.93796 -0.916 1.782 1.408
C 0.17884 -1.73312 -1.61589 0.522 -0.556 -0.548
F 0.05218 -1.68550 -2.93546 -0.198 -0.268 -0.889
H -1.54038 1.00618 1.67551 0.233 -0.051 -0.015
H 1.70467 1.19277 0.84931 0.472 0.087 -0.283
H -0.43775 0.24826 -1.40532 0.380 -0.311 -0.110
H 0.49558 -2.68966 -1.26241 0.159 -0.416 0.282
```
Forces are in eV/Å.

As for the SMILES: O/N=C\S/C=C/F. The HOMO energy is -9.31 eV.

=====

Question: Number 8 is which compound?
Answer: C3H4FNOS

=====

Please write out number 5 again, unchanged.
The following is a quantum chemistry calculation of 3 unconnected molecules or ions with the total composition C2H9NO4 in a non-equilibrium geometry, from the Open Molecules 2025 dataset.

XYZ file:
```
16
Properties=species:S:1:pos:R:3:forces:R:3
N 2.25695 -1.69943 1.20024 -0.764 0.476 0.373
C 0.80224 -1.28835 1.16422 1.457 -0.368 0.111
C 0.52690 -0.44574 -0.05705 -0.710 -0.147 -0.166
O 0.93498 0.67806 -0.22630 0.265 -0.079 0.072
O -0.29269 -1.07148 -0.90558 0.157 -0.070 -0.179
H 2.77219 -1.07639 0.59286 0.140 0.070 -0.094
H 2.61026 -1.49510 2.13777 -0.080 -0.216 -0.386
H 0.19436 -2.18701 1.14910 -0.154 0.077 0.061
H 0.59771 -0.67861 2.04518 -0.343 0.000 -0.064
H -0.51194 -0.50066 -1.66754 -0.046 0.218 0.320
O -1.42971 1.97561 0.87398 0.095 -0.336 0.321
H -1.75655 1.68006 1.73025 -0.254 0.164 -0.022
H -0.55364 1.56098 0.83715 0.025 0.334 -0.420
O -2.07346 1.12993 -2.00401 -0.342 0.188 -0.005
H -2.68936 1.50037 -2.64400 0.127 -0.163 -0.239
H -2.33931 1.57608 -1.18827 0.428 -0.150 0.317
```
Forces are in eV/Å.

As for the SMILES: NCC(=O)O.O.O. The HOMO energy is -9.98 eV.